Here is one molecule with the formula C2H3N3O4 in a non-equilibrium geometry from the Open Molecules 2025 dataset. Energies are from the ωB97M-V functional and the def2-TZVPD basis.

Element x y z (Å)
N1 -2.68849 -0.78324 -0.15320
N2 -1.94686 0.26711 0.24139
C1 -0.68195 0.21626 0.04786
O1 -0.08436 -0.96624 -0.34737
C2 1.25961 -0.83811 0.00846
O2 2.18815 -1.59703 -0.18667
O3 1.34320 0.35998 0.70834
N3 0.24000 1.19878 0.41585
O4 0.59933 2.01805 -0.67861
H1 -3.48200 -0.78286 0.38712
H2 -2.14545 -1.64950 0.00541
H3 0.55827 2.86681 -0.22422

Summary:
SMILES string ... N/N=c1\oc(=O)on1O
Highest occupied orbital energy ... -9.63 eV
Frontier orbital gap ... 10.15 eV
Total charge ... 0
ΔE to the lowest compared entry with this formula, charge and spin ... 36.65 kcal per mole
DFT total energy ... -14778.735 eV
Max |F| ... 3.67 eV/Å